BrMn | ωB97M-V with the def2-TZVPD basis set

Geometry as ORCA input:
```
! wB97M-V def2-TZVPD RIJCOSX def2/J DEFGRID3
* xyz 1 6
Mn 1.146 -0.179 1.232
Br -1.146 0.179 -1.232
*
```

Its relative energy (zero: lowest compared OMol25 entry of this formula, charge and spin) is 2.948 eV. The value obtained for the total energy is -101351.4963 eV. For the HOMO energy (alpha / beta), the calculation gives -14.39 / -14.24 eV. For the frontier orbital gap (alpha / beta), the calculation gives 5.30 / 5.76 eV. Its lowest unoccupied orbital energy (alpha / beta) is -9.1 / -8.5 eV.

What are the Löwdin partial charges on each atom? They are as follows, in elementary charge units: 1.196, -0.196